Entry w
Below is C3H6O2 as an isolated structure, with properties calculated with wB97M-V/def2-TZVPD.

Structure (XYZ):
```
11
Properties=species:S:1:pos:R:3:mulliken_charge:R:1
O -1.162 1.029 -0.579 -0.5441
O 1.034 -1.462 -0.784 -0.4961
C -0.194 0.114 0.743 -0.0118
C 0.058 1.332 -0.020 -0.4053
C 0.009 -1.178 0.111 -0.2843
H 0.083 2.252 0.563 0.2493
H -0.955 -0.793 -0.428 0.3048
H -0.888 0.154 1.575 0.3236
H 1.287 -0.635 -1.214 0.2987
H 0.935 1.268 -0.676 0.2123
H -0.206 -2.067 0.698 0.3529
```

The total charge is 0. The lowest unoccupied orbital energy is 0.271 eV. As for the HOMO-LUMO gap: 0.3421 Eh.

---

Entry x
Below is C3H6O2 in the gas phase, with properties calculated with wB97M-V/def2-TZVPD.

Structure (XYZ):
```
11
Properties=species:S:1:pos:R:3:mulliken_charge:R:1
O 1.847 0.782 1.002 -0.3577
O 0.421 0.735 1.067 -0.1934
C -1.534 -0.238 0.010 -1.0586
C 0.788 -0.541 -0.894 -0.7701
C -0.032 -0.075 0.041 0.6177
H -1.995 0.676 -0.392 0.2592
H -1.749 -1.026 -0.718 0.3039
H 1.799 -0.159 -0.913 0.3242
H 0.453 -1.289 -1.603 0.2453
H -2.043 -0.485 0.950 0.3104
H 2.046 1.621 1.448 0.3192
```

The total charge is 0. The lowest unoccupied orbital energy is 0.920 eV. The SMILES is C=C(C)OO. As for the HOMO-LUMO gap: 0.3568 Eh.

---

The winner here is entry x, beating the second structure by 41.1 kJ/mol.

---

Entry w
Below is C3H6O2 in the gas phase, with properties calculated with wB97M-V/def2-TZVPD.

Structure (XYZ):
```
11
Properties=species:S:1:pos:R:3:mulliken_charge:R:1
O -1.589 -0.973 0.204 -0.5055
O 0.172 1.971 -0.027 -0.4921
C 0.647 -0.364 -0.373 -0.2793
C 0.706 0.929 -0.709 -0.0697
C -0.262 -0.866 0.711 -0.5249
H -0.257 -0.199 1.594 0.2607
H 0.051 -1.852 1.077 0.2433
H -1.575 -0.486 -0.633 0.3968
H 1.101 -1.090 -1.041 0.3050
H 1.184 1.274 -1.621 0.3487
H -0.179 1.656 0.819 0.3170
```

The total charge is 0. The lowest unoccupied orbital energy is 0.790 eV. The SMILES is O/C=C\CO. As for the HOMO-LUMO gap: 0.3717 Eh.

---

Entry x
Below is C3H6O2 as an isolated structure, with properties calculated with wB97M-V/def2-TZVPD.

Structure (XYZ):
```
11
Properties=species:S:1:pos:R:3:mulliken_charge:R:1
O 0.384 1.460 2.001 -0.4974
O -0.453 -1.873 -0.786 -0.3815
C -0.321 0.994 1.127 -0.0522
C 0.047 0.932 -0.300 -0.6584
C 0.616 -1.263 -0.276 -0.4342
H -0.802 0.856 -0.981 0.3112
H 0.862 -0.104 -0.653 0.4101
H 0.770 1.702 -0.583 0.3521
H 0.534 -1.281 0.818 0.2269
H -0.334 -1.956 -1.743 0.3553
H -1.302 0.534 1.376 0.3680
```

The total charge is 0. The lowest unoccupied orbital energy is 0.148 eV. As for the HOMO-LUMO gap: 0.3200 Eh.

---

Entry y
Below is C3H6O2 as an isolated structure, with properties calculated with wB97M-V/def2-TZVPD.

Structure (XYZ):
```
11
Properties=species:S:1:pos:R:3:mulliken_charge:R:1
O 1.511 -0.767 0.684 -0.5255
O -1.257 0.654 -0.572 -0.3890
C 0.213 -0.268 0.615 -0.0250
C -0.083 1.144 0.093 -0.3030
C -0.742 -0.684 -0.508 -0.3292
H -0.225 -0.944 -1.447 0.2364
H 0.682 1.465 -0.631 0.2171
H 1.911 -0.676 -0.189 0.3163
H -1.491 -1.439 -0.262 0.2444
H -0.237 -0.438 1.597 0.3120
H -0.298 1.951 0.796 0.2455
```

The total charge is 0. The lowest unoccupied orbital energy is 0.924 eV. As for the HOMO-LUMO gap: 0.4003 Eh.

---

The winner here is entry w, beating the second structure by 40.3 kJ/mol.

---

Entry w
Below is C3H6O2 in the gas phase, with properties calculated with wB97M-V/def2-TZVPD.

Structure (XYZ):
```
11
Properties=species:S:1:pos:R:3:mulliken_charge:R:1
O 0.389 -0.133 -0.116 -0.3632
O -1.879 0.033 -0.811 -0.4156
C -1.358 1.035 -0.403 0.0994
C -0.474 0.933 0.803 -0.2579
C 1.228 -1.313 -0.242 -0.6241
H 1.402 -1.452 -1.334 0.2236
H 0.829 -2.291 0.095 0.2728
H -0.131 1.959 1.142 0.2481
H 2.209 -1.161 0.204 0.2542
H -0.899 0.422 1.661 0.2557
H -1.317 1.968 -0.999 0.3069
```

The total charge is 0. The lowest unoccupied orbital energy is 0.242 eV. The SMILES is COCC=O. As for the HOMO-LUMO gap: 0.3651 Eh.

---

Entry x
Below is C3H6O2 in the gas phase, with properties calculated with wB97M-V/def2-TZVPD.

Structure (XYZ):
```
11
Properties=species:S:1:pos:R:3:mulliken_charge:R:1
O 0.866 -0.640 -0.947 -0.4821
O -1.728 -0.281 -0.573 -0.5096
C 0.532 0.422 -0.056 0.0912
C -0.962 0.709 0.061 -0.5089
C 1.096 -0.827 0.449 -0.3109
H 2.146 -0.873 0.735 0.2674
H -1.250 0.725 1.119 0.2625
H 1.185 1.289 -0.148 0.3635
H 0.436 -1.539 0.943 0.2164
H -1.149 -0.692 -1.233 0.3349
H -1.172 1.707 -0.351 0.2753
```

The total charge is 0. The lowest unoccupied orbital energy is 1.062 eV. The SMILES is OC[C@H]1CO1. As for the HOMO-LUMO gap: 0.4161 Eh.

---

The winner here is entry x, beating the second structure by 218.9 kJ/mol.

---

Entry w
Below is C3H6O2 in the gas phase, with properties calculated with wB97M-V/def2-TZVPD.

Structure (XYZ):
```
11
Properties=species:S:1:pos:R:3:mulliken_charge:R:1
O 0.544 -0.327 -0.114 -0.3387
O -0.388 1.622 -0.040 -0.5447
C -1.761 -0.377 -0.021 -0.9599
C -0.595 0.461 -0.140 0.7604
C 1.864 0.036 0.010 -0.5690
H -1.718 -1.158 -0.821 0.2896
H -2.740 0.210 0.115 0.2888
H 1.790 0.599 0.862 0.3130
H 2.287 0.747 -0.770 0.2415
H -1.686 -0.867 0.853 0.3254
H 2.402 -0.946 0.067 0.1935
```

The total charge is 0. The lowest unoccupied orbital energy is 0.931 eV. The SMILES is COC(C)=O. As for the HOMO-LUMO gap: 0.4116 Eh.

---

Entry x
Below is C3H6O2 in the gas phase, with properties calculated with wB97M-V/def2-TZVPD.

Structure (XYZ):
```
11
Properties=species:S:1:pos:R:3:mulliken_charge:R:1
O -0.804 0.651 1.746 -0.4577
O 1.265 0.168 -0.845 -0.4096
C 0.437 -0.857 -1.406 -0.5666
C 0.232 -0.454 0.016 -0.0260
C -0.872 0.405 0.385 -0.5608
H 0.838 -2.027 -1.633 0.1785
H -0.128 -0.753 -2.081 0.3999
H -0.843 1.276 -0.160 0.4050
H 0.718 -0.931 0.733 0.4880
H -1.266 1.341 1.825 0.2443
H -1.789 -0.023 0.137 0.3050
```

The total charge is 0. The lowest unoccupied orbital energy is 0.942 eV. The SMILES is OC[C@H]1CO1. As for the HOMO-LUMO gap: 0.4091 Eh.

---

The winner here is entry w, beating the second structure by 325.4 kJ/mol.

---

Entry w
Below is C3H6O2 in the gas phase, with properties calculated with wB97M-V/def2-TZVPD.

Structure (XYZ):
```
11
Properties=species:S:1:pos:R:3:mulliken_charge:R:1
O -1.432 -1.700 -0.254 -0.5265
O -1.153 0.583 0.799 -0.6200
C 1.024 1.123 0.412 -1.0694
C -0.166 0.248 0.166 0.8060
C -0.283 -1.013 -0.649 -0.3684
H -0.317 -0.695 -1.705 0.2071
H 0.557 1.436 1.347 0.3429
H -1.955 -1.047 0.250 0.3699
H 1.035 2.034 -0.186 0.2763
H 2.029 0.670 0.350 0.2943
H 0.605 -1.647 -0.529 0.2878
```

The total charge is 0. The lowest unoccupied orbital energy is 0.867 eV. The SMILES is CC(=O)CO. As for the HOMO-LUMO gap: 0.4126 Eh.

---

Entry x
Below is C3H6O2 as an isolated structure, with properties calculated with wB97M-V/def2-TZVPD.

Structure (XYZ):
```
11
Properties=species:S:1:pos:R:3:mulliken_charge:R:1
O -1.823 0.761 0.991 -0.5188
O 0.808 0.247 1.245 -0.5738
C -1.126 0.388 -0.161 -0.3271
C 0.277 -0.046 0.108 0.9035
C 1.199 -0.789 -0.657 -1.3585
H 1.608 -0.585 0.775 0.4564
H -1.164 0.964 1.670 0.3411
H 2.073 -0.206 -0.956 0.3118
H -1.069 1.214 -0.889 0.2115
H -1.654 -0.432 -0.661 0.2838
H 0.858 -1.479 -1.423 0.2699
```

The total charge is 0. The lowest unoccupied orbital energy is 0.699 eV. As for the HOMO-LUMO gap: 0.3595 Eh.

---

The winner here is entry w, beating the second structure by 228.3 kJ/mol.

---

Entry w
Below is a 2-piece molecular cluster, C6H10O3S overall, with properties calculated with wB97M-V/def2-TZVPD.

Structure (XYZ):
```
20
Properties=species:S:1:pos:R:3:mulliken_charge:R:1
S -2.622 -0.937 -0.631 0.1045
O -2.888 -1.835 0.492 -0.5205
O 0.381 1.344 -0.361 -0.5027
O -1.419 2.698 -0.034 -0.3228
C 1.880 -1.154 -0.671 -0.9874
C 0.948 -2.051 -0.339 -0.0518
C 0.428 -2.784 0.868 -0.7284
C -1.730 0.319 -0.295 -0.1105
C -0.989 1.428 -0.262 0.7952
C -0.402 3.663 0.241 -0.7282
H -0.893 4.627 -0.097 0.2969
H 2.514 -0.827 0.154 0.3967
H 2.042 -0.732 -1.738 0.2898
H 0.387 3.631 -0.429 0.3292
H -0.531 -2.465 0.903 0.1873
H 0.295 -2.506 -1.041 0.3777
H 0.650 -3.881 0.583 0.2684
H 0.811 0.420 -0.197 0.3245
H 0.069 3.471 1.183 0.3051
H 1.069 -2.429 1.672 0.2772
```

The total charge is 0. The lowest unoccupied orbital energy is 0.194 eV. As for the HOMO-LUMO gap: 0.3455 Eh.

---

Entry x
Below is C6H10O3S in the gas phase, with properties calculated with wB97M-V/def2-TZVPD.

Structure (XYZ):
```
20
Properties=species:S:1:pos:R:3:mulliken_charge:R:1
S -2.237 0.010 -0.160 1.1407
O -2.489 0.015 -1.584 -0.6448
O 0.505 0.112 1.487 -0.5558
O -3.273 -0.107 0.807 -0.6296
C 1.622 1.580 -0.192 -1.3947
C 0.390 0.837 0.269 0.9618
C 1.384 -1.718 -0.345 -1.6611
C -0.942 -1.276 0.227 -0.9063
C -1.071 1.420 0.056 -0.9573
C 0.445 -0.667 0.314 0.6483
H 1.214 -1.641 -1.362 0.3768
H 2.571 0.981 -0.191 0.3435
H -1.218 2.025 -0.743 0.5962
H 1.180 -2.613 0.142 0.4788
H -1.187 -2.120 -0.528 0.4204
H -1.273 -1.684 1.301 0.3219
H -1.156 1.993 1.032 0.3294
H 2.397 -1.477 -0.129 0.4667
H 1.355 1.976 -1.087 0.4009
H 1.786 2.353 0.683 0.2643
```

The total charge is 0. The lowest unoccupied orbital energy is 0.648 eV. The SMILES is C[C@@]12CS(=O)(=O)C[C@]1(C)O2. As for the HOMO-LUMO gap: 0.4048 Eh.

---

The winner here is entry x, beating the second structure by 209.3 kJ/mol.